The following is a quantum chemistry calculation of a structure of composition C11H10IN2O4SSe2V, from the OMol25 dataset.

Output
DFT total energy in eV: -198056.14951
LUMO (spin up / spin down) in eV: -0.6 / -0.7
Spin multiplicity: 3

Cartesian coordinates (Å):
I: 1.6964 0.8335 2.8548
Se: 3.1647 2.1399 -0.3982
Se: 1.5208 2.3911 -1.9626
V: 0.3031 0.3119 0.6031
S: -1.6486 -0.3971 -0.5208
O: -2.6498 -1.1646 -1.1651
O: -0.6574 -1.4831 0.3372
O: -2.0392 0.5293 0.5232
O: -0.6091 0.1860 -1.3639
N: 0.0616 2.3057 0.4443
N: 2.0837 -0.4773 -0.0371
C: 0.1045 2.8815 -0.7655
C: -0.7792 3.8752 -1.1555
C: -0.8029 2.8058 1.3436
C: 4.4672 -0.3623 -0.3081
C: 3.4184 -2.4740 -0.0819
C: -0.4557 -1.1588 1.6856
C: -1.7246 3.7811 1.0303
C: -1.7380 4.3040 -0.2550
C: 3.2130 0.2241 -0.2379
C: 4.5841 -1.7342 -0.1939
C: 2.2087 -1.8166 -0.0182
H: -0.7480 2.3922 2.3420
H: -0.6912 4.3033 -2.1444
H: 0.1308 -1.9122 2.1992
H: 5.3267 0.2779 -0.4494
H: -2.4244 4.1162 1.7817
H: -2.4556 5.0636 -0.5344
H: -1.3552 -0.8825 2.2297
H: 5.5530 -2.2139 -0.2152
H: 3.4354 -3.5532 -0.0311
H: 1.2993 -2.3906 0.0631

Listed below, in e, are the Mulliken charges computed for each atom: atom 1 (I): -0.312, atom 2 (Se): 0.021, atom 3 (Se): 0.014, atom 4 (V): 0.066, atom 5 (S): 1.162, atom 6 (O): -0.672, atom 7 (O): -0.260, atom 8 (O): -0.522, atom 9 (O): -0.373, atom 10 (N): 0.262, atom 11 (N): 0.371, atom 12 (C): 0.464, atom 13 (C): -0.810, atom 14 (C): 0.021, atom 15 (C): -0.735, atom 16 (C): -0.905, atom 17 (C): -0.517, atom 18 (C): -0.809, atom 19 (C): -0.359, atom 20 (C): 0.466, atom 21 (C): -0.283, atom 22 (C): -0.267, atom 23 (H): 0.301, atom 24 (H): 0.388, atom 25 (H): 0.367, atom 26 (H): 0.363, atom 27 (H): 0.427, atom 28 (H): 0.411, atom 29 (H): 0.344, atom 30 (H): 0.405, atom 31 (H): 0.412, atom 32 (H): 0.557

---

The following is a quantum chemistry calculation of a structure of composition C11H10INO2, from the OMol25 dataset.

Output
DFT total energy in eV: -25252.38745
Energy relative to the best compared isomer or geometry (same formula, charge and spin) in kcal per mole: 39.16
LUMO in eV: -0.2
Spin multiplicity: 1

Cartesian coordinates (Å):
I: 4.0572 2.1522 0.4959
O: -1.1365 2.1879 1.0888
O: 0.7004 1.7176 -0.0387
N: 2.8604 -0.5876 -1.9165
C: -0.5000 2.3000 0.1082
C: -0.5743 -2.6650 1.2702
C: -0.9410 -1.9120 -0.9429
C: 0.2513 -0.5325 0.5763
C: -0.8489 3.0224 -1.2489
C: 0.0835 -1.4652 1.5584
C: 0.9802 0.7037 0.9296
C: -1.1397 -2.8618 0.0157
C: 2.9342 -0.2233 -0.8406
C: -0.1831 -0.7938 -0.7037
C: 2.8965 0.3072 0.4314
H: -0.0718 0.0443 -1.5118
H: -0.2349 3.9535 -1.2271
H: 1.0114 0.9689 1.9129
H: -0.6063 2.2260 -1.9610
H: -1.8787 3.1922 -1.3579
H: -1.2415 -2.0485 -1.9587
H: -0.6152 -3.3708 2.1146
H: 0.4847 -1.4983 2.6181
H: 3.2201 -0.4628 1.2946
H: -1.7880 -3.7004 -0.2297

Listed below, in e, are the Mulliken charges computed for each atom: atom 1 (I): 0.090, atom 2 (O): -0.534, atom 3 (O): -0.247, atom 4 (N): -0.452, atom 5 (C): 0.653, atom 6 (C): -0.427, atom 7 (C): -0.739, atom 8 (C): 1.046, atom 9 (C): -0.957, atom 10 (C): -0.440, atom 11 (C): -1.011, atom 12 (C): -0.527, atom 13 (C): 0.408, atom 14 (C): -0.002, atom 15 (C): -0.589, atom 16 (H): 0.213, atom 17 (H): 0.272, atom 18 (H): 0.810, atom 19 (H): 0.285, atom 20 (H): 0.368, atom 21 (H): 0.383, atom 22 (H): 0.350, atom 23 (H): 0.250, atom 24 (H): 0.417, atom 25 (H): 0.382